Entry 1:
# C22H27N3O3

C22H27N3O3 in the gas phase (wB97M-V/def2-TZVPD, the OMol25 dataset).

Positions of all 55 atoms, in Å:
1 C -4.65 5.76 -0.75
2 C -5.14 4.68 -1.70
3 O -4.24 4.43 -2.76
4 C -3.11 3.71 -2.54
5 C -2.78 3.06 -1.36
6 C -1.61 2.32 -1.28
7 C -0.75 2.22 -2.36
8 C -1.08 2.89 -3.54
9 C -2.25 3.61 -3.63
10 H -2.51 4.12 -4.54
11 H -0.40 2.83 -4.37
12 C 0.53 1.46 -2.33
13 O 1.49 1.77 -3.01
14 N 0.55 0.40 -1.49
15 H -0.28 0.14 -0.99
16 C 1.71 -0.46 -1.34
17 C 1.34 -1.92 -1.62
18 H 1.00 -2.03 -2.65
19 C 2.55 -2.83 -1.38
20 N 3.06 -2.65 -0.03
21 C 2.50 -3.46 0.93
22 O 1.86 -4.45 0.64
23 N 2.78 -3.14 2.24
24 H 3.16 -2.24 2.46
25 C 2.03 -3.78 3.31
26 C 0.89 -2.90 3.75
27 C 0.88 -2.30 5.00
28 C -0.15 -1.45 5.37
29 C -1.18 -1.18 4.48
30 C -1.17 -1.78 3.23
31 C -0.15 -2.63 2.87
32 H -0.14 -3.10 1.90
33 H -1.98 -1.58 2.53
34 H -1.98 -0.52 4.76
35 H -0.15 -0.99 6.35
36 H 1.68 -2.50 5.70
37 H 2.71 -3.98 4.14
38 H 1.66 -4.72 2.90
39 C 3.50 -1.29 0.19
40 H 4.00 -1.18 1.15
41 C 2.31 -0.32 0.06
42 H 2.64 0.71 0.22
43 H 1.56 -0.57 0.81
44 H 4.24 -1.05 -0.59
45 H 2.27 -3.88 -1.49
46 H 3.36 -2.59 -2.08
47 H 0.54 -2.23 -0.95
48 H 2.43 -0.11 -2.08
49 H -1.36 1.86 -0.33
50 H -3.41 3.12 -0.49
51 H -6.06 5.01 -2.19
52 H -5.37 3.75 -1.15
53 H -5.40 5.96 0.02
54 H -4.47 6.68 -1.30
55 H -3.72 5.47 -0.27

For the highest occupied orbital energy, the calculation gives -8.68 eV. The max |F| is 0.5 eV/A. Its SMILES is CCOc1ccc(C(=O)NC2CCN(C(=O)NCc3ccccc3)CC2)cc1. The value obtained for the electronic energy is -33866.6572 eV. Its LUMO energy is 0.48 eV.

Results of the Löwdin charge analysis, in e, for atoms 1 through 4: number 1, C, carries -0.063; number 2, C, carries -0.246; number 3, O, carries -0.046; number 4, C, carries -0.264

Entry 2:
# C22H27N3O3

C22H27N3O3 in the gas phase (wB97M-V/def2-TZVPD, the OMol25 dataset).

Positions of all 55 atoms, in Å:
1 C -8.53 -3.15 -0.38
2 C -8.45 -1.64 -0.40
3 H -8.77 -1.23 -1.36
4 H -9.08 -1.20 0.38
5 O -7.09 -1.26 -0.17
6 C -6.84 0.06 -0.17
7 O -7.70 0.89 -0.35
8 C -5.41 0.36 0.08
9 C -5.02 1.70 0.11
10 C -3.70 2.03 0.33
11 C -2.74 1.03 0.53
12 C -3.14 -0.31 0.51
13 C -4.46 -0.63 0.28
14 H -4.77 -1.67 0.27
15 H -2.41 -1.08 0.67
16 N -1.43 1.42 0.72
17 C -0.34 0.64 1.07
18 O -0.43 -0.53 1.37
19 N 0.85 1.32 1.14
20 C 1.22 2.48 0.37
21 H 0.36 3.09 0.09
22 C 1.96 2.06 -0.90
23 N 3.15 1.32 -0.54
24 C 4.02 1.03 -1.67
25 H 3.91 1.83 -2.40
26 C 5.50 0.99 -1.25
27 C 5.89 -0.27 -0.52
28 C 5.93 -1.48 -1.19
29 C 6.27 -2.65 -0.53
30 C 6.60 -2.61 0.82
31 C 6.58 -1.40 1.49
32 C 6.23 -0.24 0.83
33 H 6.22 0.70 1.36
34 H 6.84 -1.37 2.54
35 H 6.87 -3.52 1.33
36 H 6.29 -3.59 -1.06
37 H 5.68 -1.52 -2.24
38 H 5.70 1.86 -0.62
39 H 6.11 1.07 -2.16
40 H 3.75 0.08 -2.16
41 C 2.78 0.13 0.21
42 C 2.03 0.54 1.48
43 H 1.71 -0.35 2.03
44 H 2.68 1.16 2.10
45 H 3.68 -0.42 0.48
46 H 2.13 -0.53 -0.39
47 H 2.26 2.95 -1.46
48 H 1.28 1.46 -1.53
49 H 1.89 3.09 0.98
50 H -1.29 2.42 0.71
51 H -3.39 3.06 0.35
52 H -5.76 2.47 -0.05
53 H -9.55 -3.47 -0.55
54 H -7.89 -3.57 -1.16
55 H -8.20 -3.54 0.58

For the highest occupied orbital energy, the calculation gives -8.37 eV. The max |F| is 0.6 eV/A. Its SMILES is CCOC(=O)c1ccc(NC(=O)N2CCN(CCc3ccccc3)CC2)cc1. The value obtained for the electronic energy is -33866.3862 eV. Its LUMO energy is 0.61 eV.

Results of the Löwdin charge analysis, in e, for atoms 1 through 4: number 1, C, carries -0.065; number 2, C, carries -0.228; number 3, H, carries 0.128; number 4, H, carries 0.128

Entry 3:
# C22H27N3O3S

C22H27N3O3S in the gas phase (wB97M-V/def2-TZVPD, the OMol25 dataset).

Positions of all 56 atoms, in Å:
1 C -2.55 2.37 -0.15
2 C -1.51 1.29 -0.12
3 C -0.58 1.24 0.91
4 C 0.40 0.27 0.95
5 C 0.46 -0.67 -0.07
6 C -0.49 -0.66 -1.08
7 C -1.47 0.31 -1.12
8 C -2.45 0.33 -2.25
9 H -2.41 -0.60 -2.81
10 H -3.47 0.48 -1.89
11 H -2.21 1.15 -2.92
12 H -0.45 -1.42 -1.84
13 N 1.47 -1.68 -0.04
14 C 2.49 -1.77 -0.93
15 O 3.30 -2.67 -0.89
16 C 2.60 -0.66 -1.97
17 N 2.41 0.67 -1.45
18 C 1.51 1.53 -1.99
19 O 0.85 1.27 -2.97
20 C 1.37 2.81 -1.28
21 C 0.52 3.82 -1.64
22 C 0.54 4.91 -0.75
23 C 1.40 4.72 0.28
24 S 2.21 3.21 0.19
25 H 1.62 5.38 1.10
26 H -0.06 5.79 -0.87
27 H -0.09 3.76 -2.52
28 H 2.97 0.94 -0.66
29 H 1.84 -0.81 -2.75
30 H 3.59 -0.77 -2.43
31 C 1.31 -2.71 0.97
32 H 1.52 -2.30 1.97
33 H 2.03 -3.50 0.74
34 C -0.11 -3.29 0.92
35 O -0.40 -4.24 0.22
36 N -0.98 -2.65 1.71
37 H -0.70 -1.82 2.20
38 C -2.39 -2.99 1.78
39 H -2.50 -3.92 1.22
40 C -3.27 -1.87 1.23
41 H -4.25 -2.28 0.99
42 C -3.38 -0.86 2.38
43 C -3.10 -1.65 3.67
44 C -2.85 -3.10 3.23
45 H -2.11 -3.60 3.86
46 H -3.77 -3.67 3.27
47 H -3.94 -1.59 4.36
48 H -2.23 -1.25 4.19
49 H -2.64 -0.06 2.25
50 H -4.36 -0.39 2.40
51 H -2.85 -1.43 0.33
52 H 1.14 0.27 1.74
53 H -0.62 1.99 1.69
54 H -3.55 1.96 -0.04
55 H -2.38 3.09 0.66
56 H -2.51 2.90 -1.10

For the highest occupied orbital energy, the calculation gives -8.70 eV. The max |F| is 0.8 eV/A. Its SMILES is Cc1ccc(N(CC(=O)NC2CCCC2)C(=O)CNC(=O)c2cccs2)cc1C. The value obtained for the electronic energy is -44702.1199 eV. Its LUMO energy is 0.25 eV.

Results of the Löwdin charge analysis, in e, for atoms 1 through 4: number 1, C, carries -0.034; number 2, C, carries -0.246; number 3, C, carries -0.064; number 4, C, carries -0.046

Entry 4:
# C22H27N3O4

C22H27N3O4 in the gas phase in a non-equilibrium geometry (wB97M-V/def2-TZVPD, the OMol25 dataset).

Positions of all 56 atoms, in Å:
1 C 1.44 6.68 -0.60
2 C 0.70 6.25 0.60
3 O 1.20 5.03 1.30
4 C 0.79 3.95 0.68
5 C -0.05 3.79 -0.56
6 C -0.47 2.59 -0.80
7 C -0.01 1.55 -0.12
8 C 1.16 1.61 0.89
9 C 1.47 2.92 1.35
10 O 2.18 3.14 2.36
11 C 2.90 2.13 3.29
12 H 3.59 1.57 2.50
13 H 2.03 1.47 3.37
14 H 3.42 2.54 3.98
15 H 1.57 0.74 1.34
16 H -0.17 0.52 -0.40
17 C -1.44 2.32 -1.97
18 N -1.68 1.20 -2.25
19 N -2.34 0.81 -3.24
20 C -2.87 -0.29 -3.55
21 O -3.57 -0.46 -4.56
22 C -2.15 -1.29 -2.74
23 C -2.83 -2.42 -2.18
24 C -2.33 -3.30 -1.39
25 C -0.56 -3.42 -1.37
26 C -0.10 -2.48 -2.02
27 C -0.82 -1.40 -2.94
28 H -0.02 -0.73 -3.17
29 H 0.88 -2.29 -1.88
30 C -0.28 -4.38 -0.45
31 N -0.62 -4.26 0.95
32 C -0.42 -2.89 1.40
33 C 0.91 -2.74 2.03
34 O 1.25 -3.67 2.79
35 C 1.13 -4.95 2.27
36 C -0.19 -5.31 2.00
37 H -0.19 -6.27 1.25
38 H -1.15 -5.19 2.85
39 H 1.45 -5.70 3.15
40 H 1.90 -5.00 1.66
41 H 0.81 -1.81 2.56
42 H 1.49 -2.53 1.35
43 H -0.80 -2.03 0.75
44 H -1.29 -2.76 2.24
45 H -0.33 -5.29 -0.77
46 H 0.85 -4.39 -0.59
47 H -2.92 -4.19 -1.11
48 H -4.06 -2.51 -2.54
49 H -2.76 1.67 -3.74
50 H -1.69 3.34 -2.25
51 H -0.46 4.60 -0.83
52 H -0.29 6.33 0.42
53 H 0.99 6.97 1.35
54 H 2.44 6.74 -0.43
55 H 1.22 5.85 -1.39
56 H 1.07 7.63 -0.86

For the highest occupied orbital energy, the calculation gives -7.49 eV. The max |F| is 12.8 eV/A. Its SMILES is CCOc1cc(/C=N/NC(=O)c2ccc(CN3CCOCC3)cc2)ccc1OC. The value obtained for the electronic energy is -35894.5060 eV. Its LUMO energy is 0.58 eV.

Results of the Löwdin charge analysis, in e, for atoms 1 through 4: number 1, C, carries -0.059; number 2, C, carries -0.201; number 3, O, carries 0.006; number 4, C, carries -0.167

Entry 5:
# C22H27N5O2S

C22H27N5O2S in the gas phase in a non-equilibrium geometry (wB97M-V/def2-TZVPD, the OMol25 dataset).

Positions of all 57 atoms, in Å:
1 C -3.50 -3.34 -0.94
2 C -2.41 -3.09 -0.24
3 C -1.14 -2.57 -0.83
4 N -0.53 -1.57 0.01
5 C 0.76 -1.56 0.45
6 N 0.95 -0.59 1.30
7 N -0.22 0.07 1.43
8 C -1.11 -0.50 0.67
9 C -2.48 -0.05 0.55
10 C -3.17 -0.05 -0.66
11 C -4.47 0.40 -0.73
12 C -5.12 0.87 0.41
13 C -4.42 0.89 1.62
14 C -3.12 0.44 1.69
15 H -2.58 0.46 2.62
16 H -4.92 1.26 2.50
17 O -6.39 1.32 0.46
18 C -7.15 1.34 -0.73
19 H -8.13 1.73 -0.45
20 H -7.27 0.33 -1.14
21 H -6.70 1.99 -1.48
22 H -4.97 0.39 -1.68
23 H -2.68 -0.38 -1.56
24 S 1.95 -2.71 -0.09
25 C 3.39 -2.16 0.91
26 C 4.37 -3.31 1.01
27 H 4.80 -3.51 0.03
28 H 5.18 -3.03 1.69
29 H 3.89 -4.21 1.39
30 C 4.02 -0.96 0.20
31 O 4.89 -1.08 -0.63
32 N 3.52 0.22 0.62
33 H 2.67 0.22 1.18
34 C 3.92 1.48 0.00
35 C 5.37 1.57 0.03
36 N 6.51 1.71 0.07
37 C 3.36 2.66 0.82
38 C 1.85 2.78 0.70
39 C 1.42 2.87 -0.76
40 C 1.93 1.66 -1.53
41 C 3.45 1.58 -1.46
42 H 3.89 2.47 -1.91
43 H 3.82 0.70 -2.00
44 H 1.62 1.72 -2.58
45 H 1.49 0.75 -1.12
46 H 0.33 2.92 -0.82
47 H 1.83 3.78 -1.21
48 H 1.52 3.68 1.24
49 H 1.35 1.93 1.17
50 H 3.65 2.53 1.87
51 H 3.83 3.58 0.46
52 H 2.98 -1.88 1.88
53 H -0.41 -3.39 -0.91
54 H -1.30 -2.18 -1.84
55 H -2.38 -3.27 0.82
56 H -4.39 -3.74 -0.48
57 H -3.55 -3.18 -2.00

For the highest occupied orbital energy, the calculation gives -8.36 eV. The max |F| is 1.1 eV/A. Its SMILES is C=CCn1c(S[C@@H](C)C(=O)NC2(C#N)CCCCC2)nnc1-c1ccc(OC)cc1. The value obtained for the electronic energy is -45632.8225 eV. Its LUMO energy is 0.41 eV.

Results of the Löwdin charge analysis, in e, for atoms 1 through 4: number 1, C, carries 0.018; number 2, C, carries -0.161; number 3, C, carries -0.156; number 4, N, carries 0.001

Entry 6:
# C22H27NO2

C22H27NO2 in the gas phase (wB97M-V/def2-TZVPD, the OMol25 dataset).

Positions of all 52 atoms, in Å:
1 O -0.02 -0.15 3.24
2 C 1.14 -0.38 3.00
3 O 1.88 0.41 2.22
4 H 1.34 1.15 1.88
5 C 1.93 -1.53 3.58
6 C 2.62 -2.42 2.54
7 C 1.64 -3.32 1.77
8 C 0.90 -2.59 0.65
9 C 1.79 -2.32 -0.57
10 C 1.57 -0.92 -1.15
11 N 0.17 -0.71 -1.45
12 H -0.13 -1.36 -2.18
13 C -0.15 0.65 -1.86
14 C -1.58 0.76 -2.34
15 C -1.84 1.28 -3.60
16 C -3.14 1.40 -4.06
17 C -4.19 0.98 -3.26
18 C -3.93 0.46 -2.00
19 C -2.63 0.35 -1.53
20 C -2.35 -0.18 -0.16
21 C -1.91 0.94 0.78
22 C -0.66 1.71 0.44
23 C 0.11 1.62 -0.72
24 C 1.22 2.45 -0.86
25 C 1.59 3.36 0.11
26 C 0.84 3.45 1.27
27 C -0.27 2.63 1.42
28 H -0.86 2.70 2.32
29 H 1.11 4.15 2.05
30 H 2.45 4.00 -0.03
31 H 1.81 2.39 -1.76
32 H -1.76 0.52 1.78
33 H -2.72 1.67 0.86
34 H -1.56 -0.93 -0.21
35 H -3.25 -0.64 0.26
36 H -4.75 0.14 -1.37
37 H -5.21 1.07 -3.61
38 H -3.34 1.81 -5.04
39 H -1.02 1.60 -4.23
40 H 0.51 0.96 -2.70
41 H 2.22 -0.78 -2.03
42 H 1.86 -0.19 -0.39
43 H 2.84 -2.42 -0.31
44 H 1.58 -3.07 -1.35
45 H 0.04 -3.18 0.36
46 H 0.52 -1.64 1.03
47 H 0.92 -3.73 2.48
48 H 2.20 -4.15 1.34
49 H 3.17 -1.79 1.85
50 H 3.34 -3.05 3.07
51 H 1.26 -2.12 4.21
52 H 2.69 -1.08 4.22

For the highest occupied orbital energy, the calculation gives -8.69 eV. The max |F| is 0.6 eV/A. Its SMILES is O=C(O)CCCCCCNC1c2ccccc2CCc2ccccc21. The value obtained for the electronic energy is -28838.6488 eV. Its LUMO energy is 0.86 eV.

Results of the Löwdin charge analysis, in e, for atoms 1 through 4: number 1, O, carries 0.098; number 2, C, carries -0.542; number 3, O, carries 0.106; number 4, H, carries 0.085

Entry 7:
# C22H28AlBr2F4INO7

A molecular structure, C22H28AlBr2F4INO7 in a non-equilibrium geometry (wB97M-V/def2-TZVPD, the OMol25 dataset).

Positions of all 66 atoms, in Å:
1 C -3.80 -0.48 3.09
2 C -3.87 -1.12 1.56
3 O -3.72 -2.60 1.61
4 C -3.84 -3.14 0.23
5 C -2.54 -4.16 -0.05
6 O -1.98 -3.72 -1.34
7 C -0.67 -3.06 -1.16
8 N -0.80 -1.74 -0.44
9 C 0.32 -1.37 0.54
10 O 0.45 -1.80 1.80
11 C 1.19 -0.32 -0.36
12 C 2.70 0.30 -0.19
13 C 3.59 -0.19 1.11
14 C 3.49 1.06 2.22
15 O 2.13 1.28 2.73
16 C 1.80 2.70 2.87
17 C 0.81 3.28 1.69
18 C 3.22 1.36 -1.35
19 C 4.76 1.95 -1.24
20 C 5.89 0.76 -1.54
21 O 5.72 0.05 -2.65
22 I 7.62 0.38 -0.21
23 C 2.28 1.87 -2.63
24 O 2.85 2.85 -3.58
25 C 0.73 1.25 -2.78
26 C -0.27 1.73 -4.03
27 Br -1.02 0.17 -5.07
28 C -1.39 2.84 -3.58
29 C -2.94 2.44 -3.93
30 Br -1.32 3.35 -1.64
31 C 0.28 0.17 -1.63
32 C -1.12 -0.66 -1.49
33 O -2.33 -0.52 -2.04
34 H -4.67 -0.91 3.76
35 H -3.86 0.69 3.03
36 H -2.75 -0.80 3.54
37 H -4.90 -0.85 1.04
38 H -2.97 -0.64 0.97
39 H -4.83 -3.76 0.07
40 H -3.85 -2.21 -0.50
41 H -2.91 -5.28 -0.09
42 H -1.77 -4.01 0.84
43 H -0.01 -3.76 -0.50
44 H -0.24 -2.89 -2.25
45 H 3.09 -1.11 1.64
46 H 4.72 -0.40 0.85
47 H 4.29 0.94 3.09
48 H 3.80 2.03 1.63
49 H 2.73 3.42 2.94
50 H 1.20 2.81 3.89
51 H 0.39 2.38 1.04
52 H 1.36 4.02 0.93
53 H -0.14 3.85 2.14
54 H 4.97 2.80 -2.05
55 H 4.95 2.45 -0.19
56 H 3.20 3.64 -3.06
57 H 0.46 2.29 -4.79
58 H -1.17 3.85 -4.19
59 H -3.20 2.63 -5.07
60 H -3.26 1.37 -3.59
61 H -3.63 3.20 -3.32
62 F -0.47 -3.13 4.93
63 Al -1.85 -4.12 4.34
64 F -3.15 -4.17 5.59
65 F -1.28 -5.80 4.00
66 F -2.50 -3.40 2.82

Its charge is -1. For the highest occupied orbital energy, the calculation gives -5.63 eV. The max |F| is 9.2 eV/A. The value obtained for the electronic energy is -204733.9115 eV. Its LUMO energy is 0.16 eV.

Results of the Löwdin charge analysis, in e, for atoms 1 through 4: number 1, C, carries -0.096; number 2, C, carries -0.234; number 3, O, carries -0.279; number 4, C, carries -0.132

Entry 8:
# C22H28BF6N3NiO10PS2Te

A molecular structure, C22H28BF6N3NiO10PS2Te (wB97M-V/def2-TZVPD, the OMol25 dataset).

Positions of all 75 atoms, in Å:
1 Ni 1.79 -1.19 -0.05
2 F 4.12 -1.13 3.35
3 C 4.16 -2.26 2.64
4 F 4.99 -3.11 3.24
5 F 2.94 -2.79 2.63
6 S 4.74 -1.88 0.94
7 O 3.72 -0.99 0.41
8 O 6.04 -1.30 1.13
9 N 4.81 -3.27 0.25
10 S 3.91 -3.79 -0.94
11 O 2.76 -2.97 -1.24
12 O 4.70 -4.26 -2.03
13 C 3.23 -5.33 -0.18
14 F 2.57 -5.04 0.94
15 F 4.21 -6.18 0.11
16 F 2.40 -5.90 -1.04
17 N -1.06 -6.07 -1.13
18 C -0.59 -5.41 -0.01
19 O -0.32 -6.03 1.00
20 C -0.40 -3.95 -0.14
21 C -0.62 -3.21 -1.34
22 C -0.47 -1.87 -1.38
23 N -0.08 -1.15 -0.25
24 C 0.11 -1.85 0.95
25 C -0.04 -3.25 0.98
26 H -1.34 -7.02 -0.96
27 H -1.59 -5.57 -1.82
28 H -0.88 -3.70 -2.27
29 H -0.65 -1.27 -2.26
30 H 0.17 -1.26 1.85
31 H 0.10 -3.78 1.91
32 C 4.83 2.54 2.32
33 C 3.84 3.09 1.32
34 O 2.86 2.07 1.08
35 P 1.61 2.36 0.14
36 O 1.00 0.91 0.20
37 Te 0.30 4.18 0.69
38 O 2.22 2.54 -1.32
39 C 3.13 1.57 -1.88
40 C 2.43 0.69 -2.89
41 H 5.62 3.27 2.51
42 H 5.29 1.62 1.94
43 H 4.33 2.31 3.26
44 H 4.33 3.34 0.38
45 H 3.34 3.98 1.70
46 H 3.57 0.97 -1.07
47 H 3.93 2.15 -2.35
48 H 1.69 0.05 -2.40
49 H 3.16 0.05 -3.39
50 H 1.91 1.30 -3.63
51 C -5.90 3.01 1.81
52 C -5.66 3.27 0.32
53 C -5.57 4.79 0.12
54 C -6.87 2.73 -0.45
55 C -4.37 2.62 -0.18
56 C -4.05 2.71 -1.53
57 C -2.87 2.17 -2.06
58 C -2.03 1.52 -1.19
59 O -0.83 0.92 -1.46
60 B -0.36 0.41 -0.18
61 O -1.37 0.74 0.82
62 C -2.34 1.41 0.16
63 C -3.50 1.95 0.68
64 H -6.84 3.47 2.12
65 H -5.10 3.43 2.43
66 H -5.96 1.94 2.02
67 H -6.48 5.28 0.49
68 H -5.45 5.04 -0.93
69 H -4.71 5.20 0.66
70 H -7.79 3.18 -0.08
71 H -6.94 1.65 -0.34
72 H -6.79 2.95 -1.52
73 H -4.71 3.24 -2.21
74 H -2.63 2.26 -3.11
75 H -3.69 1.85 1.74

Its charge is -1. For the highest occupied orbital energy (spin up / spin down), the calculation gives -4.64 / -4.61 eV. The max |F| is 1.0 eV/A. The value obtained for the electronic energy is -144498.9425 eV. Its LUMO energy (spin up / spin down) is 2.28 / 2.28 eV.

Results of the Löwdin charge analysis, in e, for atoms 1 through 4: number 1, Ni, carries 0.353; number 2, F, carries 0.142; number 3, C, carries -0.676; number 4, F, carries 0.143